[1]
# C3H6O2P

A cluster of 2 separate species, C3H6O2P in total (ωB97M-V/def2-TZVPD, the Open Molecules 2025 dataset).

Geometry as XYZ:
```
12
Properties=species:S:1:pos:R:3:lowdin_charge:R:1
C -1.107 1.566 1.221 -0.1067
C 0.135 1.306 0.810 -0.3159
C 0.414 -2.820 -0.528 0.0116
O -0.681 1.183 -1.827 -0.4425
O 1.835 1.234 -1.382 -0.4564
P 0.462 0.896 -0.922 0.3953
H -1.368 1.724 2.255 0.0247
H -1.896 1.653 0.493 0.0303
H 0.969 1.171 1.485 0.0422
H 0.148 -2.582 0.485 -0.0637
H -0.343 -2.689 -1.273 -0.0589
H 1.432 -2.643 -0.815 -0.0600
```

Its HOMO energy (alpha / beta) is -5.057 / -1.866 eV. Its total charge is -1. Its total energy is -16591.2637 eV. The value obtained for the HOMO-LUMO gap (alpha / beta) is 9.103 / 5.238 eV. For the lowest unoccupied orbital energy (alpha / beta), the calculation gives 4.046 / 3.371 eV.


[2]
# C7H9N2

The ion C7H9N2 with charge +1 at a distorted geometry (ωB97M-V/def2-TZVPD, the Open Molecules 2025 dataset).

Geometry as XYZ:
```
18
Properties=species:S:1:pos:R:3:lowdin_charge:R:1
H 1.963 0.060 -2.310 0.0953
N 2.307 -0.003 -1.370 0.2371
C 1.631 0.011 -0.362 -0.3798
C 2.375 -0.173 0.934 -0.0233
N 0.124 0.090 -0.281 0.0354
C -0.481 -1.101 -0.251 -0.0033
C -1.853 -1.254 -0.105 0.0253
C -2.598 -0.055 0.010 0.0197
C -1.955 1.192 -0.072 -0.0104
C -0.582 1.231 -0.150 0.0050
H 2.334 0.723 1.714 0.1306
H 2.003 -0.960 1.589 0.0809
H 3.449 -0.066 0.802 0.0877
H 0.001 -2.060 -0.198 0.1546
H -2.444 -2.110 -0.066 0.1079
H -3.706 0.036 0.227 0.1522
H -2.371 2.194 0.006 0.1310
H -0.200 2.243 -0.117 0.1543
```

Its HOMO energy is -14.617 eV. Its total charge is +1. Its total energy is -10376.8951 eV. The value obtained for the HOMO-LUMO gap is 9.879 eV. Its structure (SMILES) is [H]/N=C(/C)[n+]1ccccc1. For the lowest unoccupied orbital energy, the calculation gives -4.739 eV.